Below is a cluster of 2 separate species, C2H2FNO2 in total at a distorted geometry, with properties calculated with the ωB97M-V functional and the def2-TZVPD basis.

```
! wB97M-V def2-TZVPD RIJCOSX def2/J DEFGRID3
* xyz 0 1
O -2.371 1.488 -0.348
C -1.709 0.587 -0.570
N -0.636 -0.031 -0.683
F -0.580 -1.271 -1.187
C 1.283 -0.200 0.674
O 2.111 0.418 0.058
H 0.848 0.188 1.707
H 1.055 -1.179 0.350
*
```

**Largest force on an atom**: 2.805 eV/A
**Kohn-Sham gap**: 9.03 eV
**Calculated total energy**: -382.3555 a.u.
**Molar mass**: 91.0 g mol⁻¹
**HOMO level**: -9.82 eV

---

Below is the molecule C2H2FNS at a distorted geometry, with properties calculated with the ωB97M-V functional and the def2-TZVPD basis.

```
! wB97M-V def2-TZVPD RIJCOSX def2/J DEFGRID3
* xyz 0 1
C 1.745 -1.382 1.990
C 1.836 -0.071 2.064
N 1.264 1.027 2.063
S 1.973 1.958 0.572
F 1.002 3.165 -0.208
H 2.435 -2.255 1.943
H 0.626 -1.574 2.057
*
```

**Largest force on an atom**: 2.775 eV/A
**Kohn-Sham gap (alpha / beta)**: 8.16 / 8.16 eV
**Calculated total energy**: -630.0655 a.u.
**Molar mass**: 91.1 g mol⁻¹
**HOMO level (alpha / beta)**: -9.33 / -9.33 eV

---

Below is a structure of composition C2H2FO2Sc at a distorted geometry, with properties calculated with the ωB97M-V functional and the def2-TZVPD basis.

```
! wB97M-V def2-TZVPD RIJCOSX def2/J DEFGRID3
* xyz 2 1
O 0.342 -0.610 -1.278
C 0.442 0.491 -0.435
C -0.033 0.248 0.820
O -0.632 -0.825 1.174
H 0.972 1.374 -0.780
F 0.126 1.176 1.768
Sc -0.764 -2.116 -0.337
H -0.061 -0.449 -2.211
*
```

**Largest force on an atom**: 3.825 eV/A
**Kohn-Sham gap (alpha / beta)**: 8.85 / 6.03 eV
**Calculated total energy**: -1087.7127 a.u.
**Molar mass**: 122.0 g mol⁻¹
**HOMO level (alpha / beta)**: -19.89 / -18.42 eV

---

Below is a structure of composition C2H2FO2Tb at a distorted geometry, with properties calculated with the ωB97M-V functional and the def2-TZVPD basis.

```
! wB97M-V def2-TZVPD RIJCOSX def2/J DEFGRID3
* xyz 1 8
Tb 0.038 1.777 -1.172
F 1.962 1.065 -1.797
O -0.767 -0.301 -1.117
C -0.349 -0.934 -0.077
C -0.155 -0.137 1.098
O -0.078 1.138 0.956
H -0.507 -2.017 0.014
H -0.144 -0.592 2.096
*
```

**Largest force on an atom**: 3.924 eV/A
**<S²>**: 16.753
**Kohn-Sham gap (alpha / beta)**: 8.38 / 7.52 eV
**Calculated total energy**: -1151.9707 a.u.
**Molar mass**: 236.0 g mol⁻¹
**HOMO level (alpha / beta)**: -14.49 / -13.37 eV

---

Below is a structure of composition C2H2FeO2 at a distorted geometry, with properties calculated with the ωB97M-V functional and the def2-TZVPD basis.

```
! wB97M-V def2-TZVPD RIJCOSX def2/J DEFGRID3
* xyz 1 6
H 0.164 -0.613 -1.693
O 0.229 0.931 1.225
C 0.677 0.391 0.065
C -0.065 -0.524 -0.613
O -1.314 -0.843 -0.194
H 1.714 0.601 -0.228
Fe -1.405 0.058 1.440
*
```

**Largest force on an atom**: 4.234 eV/A
**<S²>**: 8.762
**Kohn-Sham gap (alpha / beta)**: 8.40 / 9.15 eV
**Calculated total energy**: -1491.2298 a.u.
**Molar mass**: 113.9 g mol⁻¹
**HOMO level (alpha / beta)**: -14.59 / -16.17 eV

---

Below is a structure of composition C2H2GaO2 at a distorted geometry, with properties calculated with the ωB97M-V functional and the def2-TZVPD basis.

```
! wB97M-V def2-TZVPD RIJCOSX def2/J DEFGRID3
* xyz 1 1
H 1.337 -0.081 1.755
O 0.620 0.694 -1.099
C 1.021 0.869 0.185
C 0.352 0.235 1.205
O -0.599 -0.663 0.900
H 1.625 1.760 0.425
Ga -0.933 -0.387 -0.972
*
```

**Largest force on an atom**: 5.625 eV/A
**Kohn-Sham gap (alpha / beta)**: 6.97 / 7.76 eV
**Calculated total energy**: -2152.2834 a.u.
**Molar mass**: 127.8 g mol⁻¹
**HOMO level (alpha / beta)**: -15.36 / -15.57 eV

---

Below is a cluster of 2 separate species, C2H2I2P in total at a distorted geometry, with properties calculated with the ωB97M-V functional and the def2-TZVPD basis.

```
! wB97M-V def2-TZVPD RIJCOSX def2/J DEFGRID3
* xyz 1 1
C 0.807 -0.556 1.498
C -0.069 0.290 1.534
P -0.757 0.423 -1.226
I -0.953 -1.704 -2.315
I 0.424 1.931 -2.714
H 1.121 -1.537 1.287
H -0.573 1.154 1.935
*
```

**Largest force on an atom**: 2.050 eV/A
**Kohn-Sham gap**: 6.72 eV
**Calculated total energy**: -1013.7688 a.u.
**Molar mass**: 310.8 g mol⁻¹
**HOMO level**: -14.26 eV

---

Below is a structure of composition C2H2I4S at a distorted geometry, with properties calculated with the ωB97M-V functional and the def2-TZVPD basis.

```
! wB97M-V def2-TZVPD RIJCOSX def2/J DEFGRID3
* xyz 0 1
C -2.301 -0.206 -0.532
C 1.781 0.115 0.416
S 0.667 1.428 0.093
I -2.425 -1.766 0.849
I -3.182 1.632 -0.234
I 1.555 -1.422 -1.166
I 3.801 0.909 0.446
H -1.500 -0.251 -1.270
H 1.605 -0.441 1.400
*
```

**Largest force on an atom**: 1.801 eV/A
**Kohn-Sham gap (alpha / beta)**: 8.63 / 5.51 eV
**Calculated total energy**: -1666.2389 a.u.
**Molar mass**: 565.7 g mol⁻¹
**HOMO level (alpha / beta)**: -9.47 / -8.20 eV

---

Below is the molecule C2H2IN3 at a distorted geometry, with properties calculated with the ωB97M-V functional and the def2-TZVPD basis.

```
! wB97M-V def2-TZVPD RIJCOSX def2/J DEFGRID3
* xyz 0 1
I -3.009 -0.329 0.082
N -1.011 0.033 0.002
C 0.367 -1.134 0.019
N 1.318 -0.347 0.103
C 0.887 0.979 0.054
N -0.402 1.149 -0.029
H 0.203 -2.165 -0.165
H 1.646 1.815 -0.066
*
```

**Largest force on an atom**: 4.956 eV/A
**Kohn-Sham gap**: 7.99 eV
**Calculated total energy**: -539.2680 a.u.
**Molar mass**: 195.0 g mol⁻¹
**HOMO level**: -8.68 eV

---

Below is a cluster of 2 separate species, C2H2INO in total at a distorted geometry, with properties calculated with the ωB97M-V functional and the def2-TZVPD basis.

```
! wB97M-V def2-TZVPD RIJCOSX def2/J DEFGRID3
* xyz 0 1
C 1.317 1.183 -0.218
C -1.530 -1.350 -0.359
N 1.238 0.342 0.553
O -0.364 -1.552 0.140
I -2.548 0.411 0.496
H 1.615 1.736 -1.101
H 0.272 -0.770 0.489
*
```

**Largest force on an atom**: 1.874 eV/A
**Kohn-Sham gap**: 8.39 eV
**Calculated total energy**: -504.9727 a.u.
**Molar mass**: 182.9 g mol⁻¹
**HOMO level**: -8.31 eV